Molecular formula: C2H5N3O
Method: DFT, ωB97M-V with the def2-TZVPD basis set

Geometry as XYZ:
```
11
Properties=species:S:1:pos:R:3:forces:R:3:lowdin_charge:R:1
O -2.3831 -0.5709 0.0327 1.658 1.535 0.486 0.037
N 1.7402 0.2000 -0.0165 2.947 -5.974 -0.939 -0.002
N -0.4966 1.0839 0.1223 -4.848 -1.355 2.179 0.013
N 1.3885 -1.3713 -0.0021 3.817 2.799 1.019 0.006
C -1.2546 -0.1942 -0.1868 2.399 0.359 -2.106 -0.320
C 0.9182 1.0912 -0.0620 -2.324 4.058 -0.934 -0.352
H 1.3613 2.0605 -0.5457 -1.008 -1.270 1.642 0.145
H 2.3159 -1.8168 0.4810 -3.225 1.582 -1.182 0.131
H -0.5069 -0.7881 -0.9040 -1.695 0.895 1.316 0.142
H -1.1040 1.7079 0.8824 2.755 -1.720 -2.654 0.206
H 0.5910 -1.3668 0.5918 -0.475 -0.909 1.173 -0.006
```
Forces are in eV/Å.

The value obtained for the HOMO energy is -9.885 eV. The calculation puts the largest force on an atom at 6.73 eV/Å. The calculation puts the LUMO energy at 0.691 eV. The calculation puts the energy relative to the best compared isomer or geometry (same formula, charge and spin) at 99.11 kcal per mole. The charge is 0.

***

Molecular formula: C2H5N3O
Method: DFT, ωB97M-V with the def2-TZVPD basis set

Geometry as XYZ:
```
11
Properties=species:S:1:pos:R:3:forces:R:3:lowdin_charge:R:1
O 0.6029 0.5785 -2.5795 0.448 -0.022 -0.941 0.029
N 0.7000 0.4863 1.5629 -1.802 0.041 3.607 -0.011
N -0.0750 -0.5657 -0.7349 -0.048 -1.181 -2.390 -0.001
N -0.5799 -0.1214 1.4983 1.270 1.239 1.640 -0.048
C 0.1034 0.5870 -1.4953 -0.612 0.226 1.389 -0.406
C -0.9994 -0.5559 0.4221 0.382 -2.890 -3.855 -0.237
H -0.2450 1.5368 -1.0087 0.161 -0.629 -0.042 0.141
H 1.4363 0.1959 0.9261 -0.299 -0.454 0.214 0.069
H 0.0851 -1.4154 -1.4520 -0.836 2.138 2.628 0.200
H 0.8737 0.5067 2.6465 0.290 -0.056 -3.312 0.130
H -1.9021 -1.2328 0.2144 1.047 1.588 1.063 0.134
```
Forces are in eV/Å.

The value obtained for the HOMO energy is -9.443 eV. The calculation puts the largest force on an atom at 4.83 eV/Å. The calculation puts the LUMO energy at 0.938 eV. The calculation puts the energy relative to the best compared isomer or geometry (same formula, charge and spin) at 62.77 kcal per mole. The charge is 0.

***

Molecular formula: C2H5N3O
Method: DFT, ωB97M-V with the def2-TZVPD basis set

Geometry as XYZ:
```
11
Properties=species:S:1:pos:R:3:forces:R:3:lowdin_charge:R:1
O -2.0079 0.5050 -0.4714 -0.225 -0.719 1.021 -0.076
N 1.1369 0.5366 -0.1335 -1.132 -2.694 2.330 0.026
N 3.4679 -0.3021 -0.0902 0.624 -0.059 -0.053 0.135
N 0.0701 -0.4385 0.0193 2.905 -0.103 0.531 -0.040
C -1.1610 -0.0725 0.5686 0.987 3.202 -0.308 -0.270
C 2.4039 0.1285 -0.1357 -0.702 -0.484 0.325 -0.318
H -2.4847 -0.2660 -0.8098 -0.102 0.476 -0.230 0.072
H -0.9037 0.7546 1.3328 -0.804 -1.278 -1.126 0.155
H 0.9266 1.2534 -0.7098 -0.812 2.687 -2.382 0.089
H 0.1923 -1.2009 -0.6094 -0.365 -0.332 -0.445 0.120
H -1.6405 -0.8981 1.0390 -0.375 -0.698 0.338 0.107
```
Forces are in eV/Å.

The value obtained for the HOMO energy is -9.494 eV. The calculation puts the largest force on an atom at 3.74 eV/Å. The calculation puts the LUMO energy at 0.604 eV. The calculation puts the energy relative to the best compared isomer or geometry (same formula, charge and spin) at 74.77 kcal per mole. The charge is 0.

***

Molecular formula: C2H5N3O2
Method: DFT, ωB97M-V with the def2-TZVPD basis set

Geometry as XYZ:
```
12
Properties=species:S:1:pos:R:3:forces:R:3:lowdin_charge:R:1
O -2.2096 -1.2915 0.0207 0.193 0.684 1.017 0.042
O -0.2006 1.4259 0.0162 -0.608 0.447 0.019 -0.094
N 2.6121 -0.7276 -0.0531 1.898 -3.558 -0.086 -0.086
N 1.2936 -0.3896 -0.3236 -0.833 3.928 2.646 -0.023
N -1.2814 0.6878 -0.4499 0.513 -0.412 -1.838 0.022
C -1.6145 -0.3136 0.4256 -0.392 -1.504 -0.796 -0.343
C 0.9448 0.7497 0.2561 1.313 -2.018 -1.687 -0.227
H -1.2395 -0.1179 1.4562 -0.480 -0.174 -0.295 0.148
H 1.5124 1.4705 0.8668 0.489 -0.921 -0.180 0.143
H -1.1498 0.3585 -1.4563 -0.174 0.547 1.807 0.185
H 2.7532 -1.7722 -0.3859 -0.379 2.996 1.143 0.124
H 3.0539 -0.6241 0.9203 -1.540 -0.014 -1.751 0.108
```
Forces are in eV/Å.

The value obtained for the HOMO energy is -8.840 eV. The calculation puts the largest force on an atom at 4.81 eV/Å. The calculation puts the LUMO energy at 0.802 eV. The calculation puts the energy relative to the best compared isomer or geometry (same formula, charge and spin) at 118.76 kcal per mole. The charge is 0.

***

Molecular formula: C2H5N3O2
Method: DFT, ωB97M-V with the def2-TZVPD basis set

Geometry as XYZ:
```
12
Properties=species:S:1:pos:R:3:forces:R:3:lowdin_charge:R:1
O -0.8354 -1.9221 0.5561 4.261 -8.513 3.189 -0.140
O -1.6006 -0.5492 0.1393 -3.579 8.614 -3.477 -0.111
N -0.4101 1.0987 -0.9132 -2.829 0.324 -1.594 -0.041
N -0.0502 -1.7056 1.5467 0.909 -1.007 0.402 -0.004
N -0.7665 0.4852 0.2806 -2.569 0.812 1.510 -0.130
C 1.9885 1.0152 -1.6574 -0.415 -0.250 0.426 0.108
C 0.8506 0.9662 -1.2960 0.615 0.291 -0.249 -0.232
H 0.7710 -1.1447 1.4495 0.523 0.693 -1.169 0.091
H -1.3663 1.1081 0.9337 1.731 -0.442 -1.224 0.181
H 3.0108 1.1115 -1.7904 1.107 0.021 -0.454 0.001
H -1.1563 0.9901 -1.6718 1.413 0.171 1.433 0.179
H -0.4355 -1.4532 2.4230 -1.166 -0.716 1.207 0.097
```
Forces are in eV/Å.

The value obtained for the HOMO energy (alpha / beta) is -6.611 / -8.851 eV. The calculation puts the largest force on an atom at 10.04 eV/Å. The calculation puts the LUMO energy (alpha / beta) at 0.857 / -2.007 eV. The calculation puts the energy relative to the best compared isomer or geometry (same formula, charge and spin) at 140.68 kcal per mole. The charge is 0. The multiplicity is 3.

***

Molecular formula: C2H5N3O2S
Method: DFT, ωB97M-V with the def2-TZVPD basis set

Geometry as XYZ:
```
13
Properties=species:S:1:pos:R:3:forces:R:3:lowdin_charge:R:1
S 2.0225 -2.1693 0.1890 1.067 0.330 0.435 0.836
O 2.6558 0.9334 -1.1353 -0.361 -1.662 -2.611 0.061
O 1.3775 0.3733 0.6399 -1.247 0.084 0.268 -0.026
N 2.8462 2.0236 0.7164 -0.961 -0.159 2.116 0.175
N 2.3620 1.1425 -0.0071 0.961 0.985 0.574 -0.425
N -0.3599 -1.1800 -0.1456 2.541 1.511 0.227 -0.023
C 0.8448 -0.8663 0.1541 -0.806 -1.548 -0.569 -0.724
C -1.2872 -0.0805 -0.4639 2.556 -1.706 -2.376 -0.074
H -2.2061 -0.6105 -0.6020 -0.882 0.793 -0.141 0.071
H -1.1345 0.5866 0.2998 -0.897 2.093 1.779 0.041
H 1.1130 -3.1286 0.1564 -0.354 -0.210 -0.158 -0.124
H 3.5518 2.5299 0.1973 -0.050 -0.154 -0.488 0.093
H -0.7904 0.3590 -1.3999 -1.567 -0.358 0.944 0.119
```
Forces are in eV/Å.

The value obtained for the HOMO energy is -9.384 eV. The calculation puts the largest force on an atom at 3.88 eV/Å. The calculation puts the LUMO energy at 0.491 eV. The calculation puts the energy relative to the best compared isomer or geometry (same formula, charge and spin) at 135.53 kcal per mole. The charge is 0.

***

Molecular formula: C2H5N3O2S
Method: DFT, ωB97M-V with the def2-TZVPD basis set

Geometry as XYZ:
```
13
Properties=species:S:1:pos:R:3:forces:R:3:lowdin_charge:R:1
S -2.5628 0.9531 -0.4959 -0.880 -2.907 0.409 0.720
O 0.5804 -0.5270 0.8452 0.576 0.667 1.604 -0.049
O 2.7870 1.0337 0.7615 0.574 -5.804 -3.846 -0.027
N -0.2163 -0.8519 -1.2719 -1.709 1.121 -2.307 0.126
N 1.7930 -1.0667 0.4346 -0.213 0.101 -1.802 0.018
N -1.4436 0.0044 0.4761 -5.527 2.150 5.236 -0.375
C 2.7509 -0.1074 0.1263 0.167 4.540 2.068 -0.227
C -0.3576 -0.3577 -0.1230 2.864 -3.294 -0.012 -0.748
H 1.5507 -1.4618 -0.4755 0.093 -0.914 -0.043 0.088
H -1.5421 -0.2373 1.7412 0.402 1.393 -5.533 0.289
H 3.3680 -0.5769 -0.8004 -0.519 1.628 2.236 0.175
H -1.1856 -0.6868 -1.7510 2.544 -0.642 0.674 0.058
H -3.4172 -0.1511 -1.1234 1.628 1.961 1.316 -0.046
```
Forces are in eV/Å.

The value obtained for the HOMO energy is -9.912 eV. The calculation puts the largest force on an atom at 7.91 eV/Å. The calculation puts the LUMO energy at -0.037 eV. The calculation puts the energy relative to the best compared isomer or geometry (same formula, charge and spin) at 122.12 kcal per mole. The charge is 0.

***

Molecular formula: C2H5N3OS
Method: DFT, ωB97M-V with the def2-TZVPD basis set

Geometry as XYZ:
```
12
Properties=species:S:1:pos:R:3:forces:R:3:lowdin_charge:R:1
S 0.3604 1.3820 -3.1278 2.848 -1.077 2.275 0.593
O 1.2077 -0.7104 0.4898 -0.515 1.492 -1.529 -0.045
N -0.6871 -0.8916 2.8374 1.661 -1.633 -2.550 0.035
N -0.1418 -0.1184 0.4989 1.919 -2.183 1.389 -0.131
N 0.5211 0.9234 -1.3487 -0.128 0.320 -2.009 -0.361
C -0.4734 0.5302 -0.6489 -0.840 -0.278 -2.188 -0.315
C -0.9422 -0.5175 1.5914 -0.649 0.026 2.089 -0.259
H -2.0643 -0.3761 1.2932 2.036 0.152 0.805 0.141
H 1.8300 1.1116 -3.2649 -2.910 0.635 0.019 -0.071
H 0.3028 -1.4061 3.1694 -2.922 2.562 -1.909 0.127
H -1.5349 0.4715 -1.0602 1.121 0.339 1.145 0.151
H 1.6218 -0.3986 -0.4296 -1.620 -0.356 2.461 0.134
```
Forces are in eV/Å.

The value obtained for the HOMO energy is -8.776 eV. The calculation puts the largest force on an atom at 4.33 eV/Å. The calculation puts the LUMO energy at 0.166 eV. The calculation puts the energy relative to the best compared isomer or geometry (same formula, charge and spin) at 131.38 kcal per mole. The charge is 0.

***

Molecular formula: C2H5N3OS2
Method: DFT, ωB97M-V with the def2-TZVPD basis set

Geometry as XYZ:
```
13
Properties=species:S:1:pos:R:3:forces:R:3:lowdin_charge:R:1
S -1.5003 1.8583 -0.4438 -2.796 1.290 3.211 0.696
S -1.1324 -1.3158 1.0139 1.234 0.968 0.291 0.646
O 1.2953 -1.5207 -1.4380 4.607 -0.431 1.104 -0.183
N 1.3794 -0.4932 1.8903 -4.225 0.117 -2.293 0.049
N 1.7728 -0.0411 -1.2380 -4.613 -1.118 -3.932 0.012
N -0.0767 1.3365 -0.8989 0.030 -0.005 -1.288 -0.434
C 0.2805 -0.4681 0.8880 2.034 -0.265 0.189 -0.751
C 0.5533 0.3611 -0.5098 2.946 -2.219 3.455 -0.520
H 2.3075 -0.3497 1.5152 -0.079 -0.041 0.676 0.075
H 1.3496 0.2682 -2.3277 2.272 -0.504 3.789 0.206
H -1.7041 1.4985 1.0430 0.608 0.371 -2.761 -0.048
H 1.0715 -0.8867 2.8143 1.119 0.391 -1.600 0.103
H 2.2042 -2.0176 -1.2055 -3.137 1.446 -0.840 0.147
```
Forces are in eV/Å.

The value obtained for the HOMO energy is -8.635 eV. The calculation puts the largest force on an atom at 6.16 eV/Å. The calculation puts the LUMO energy at -0.153 eV. The calculation puts the energy relative to the best compared isomer or geometry (same formula, charge and spin) at 114.15 kcal per mole. The charge is 0.

***

Molecular formula: C2H5N3S
Method: DFT, ωB97M-V with the def2-TZVPD basis set

Geometry as XYZ:
```
11
Properties=species:S:1:pos:R:3:forces:R:3:lowdin_charge:R:1
S 2.4883 1.6678 -0.2917 -1.493 -1.193 -0.521 0.802
N 0.8386 1.6585 -1.0624 -0.163 0.215 5.039 -0.209
N 1.6625 0.3094 0.5184 0.046 0.686 0.427 -0.217
N -0.6497 -0.0680 -0.1225 2.388 -0.755 0.924 0.002
C -1.0062 -1.1868 0.6925 1.336 -0.105 2.328 -0.097
C 0.5681 0.5550 -0.1178 0.308 0.794 -1.549 -0.628
H -0.5026 -2.1816 0.7199 0.221 0.863 -1.123 0.100
H -1.2630 0.1819 -0.8106 -1.569 0.872 -1.990 0.095
H -2.0367 -1.3606 0.6880 -1.644 -0.173 -0.598 0.061
H -0.8495 -0.8218 1.7000 0.123 -0.179 0.642 0.081
H 0.7502 1.2461 -1.9140 0.446 -1.025 -3.578 0.011
```
Forces are in eV/Å.

The value obtained for the HOMO energy is -8.231 eV. The calculation puts the largest force on an atom at 5.05 eV/Å. The calculation puts the LUMO energy at 0.469 eV. The calculation puts the energy relative to the best compared isomer or geometry (same formula, charge and spin) at 65.58 kcal per mole. The charge is 0.